1.
Formula: C4H12N2S
Source: the Open Molecules 2025 dataset
Level of theory: ωB97M-V/def2-TZVPD

```
19
Properties=species:S:1:pos:R:3:lowdin_charge:R:1
C 0.89839 0.96059 1.24643 -0.1221
C 1.71005 -1.29157 0.06362 -0.1057
C 0.47181 0.52554 -1.13437 -0.1290
C 0.66662 -0.18243 0.21973 -0.7342
N -1.20410 -2.23786 -0.45002 -0.3513
N -3.13224 0.83808 -0.28815 0.1005
S -1.03852 -1.07172 0.67716 0.8471
H 1.58167 1.79885 0.72999 0.1179
H 0.00934 1.48988 1.59906 0.0579
H 1.62224 0.67346 2.09995 0.0928
H 2.46919 -1.08529 -0.67009 0.0766
H 1.12942 -2.11625 -0.26451 0.0251
H 2.19869 -1.56981 1.00660 0.0844
H -0.32472 1.21687 -0.99376 0.0477
H 1.48762 0.95733 -1.48444 0.1137
H 0.32763 -0.27137 -1.87182 0.0739
H -2.08532 -2.68771 -0.23231 -0.0434
H -3.70719 0.12353 -0.08398 -0.1025
H -3.25599 1.54150 0.38617 -0.0494
```

Values from the calculation:
relative energy (zero: lowest compared OMol25 entry of this formula, charge and spin)	97.25	kcal per mole
LUMO energy (alpha / beta)	-0.004 / -0.017	Ha
HOMO level (alpha / beta)	-0.3523 / -0.2941	Eh

2.
Formula: C4H12N2S
Source: the Open Molecules 2025 dataset
Level of theory: ωB97M-V/def2-TZVPD

```
19
Properties=species:S:1:pos:R:3:lowdin_charge:R:1
C 1.65790 -0.32440 -2.69100 -0.2036
C 1.64685 0.29841 -1.30997 -0.6526
S 1.48647 -0.98783 -0.02375 0.5693
H 0.74625 -0.85935 -2.87115 0.0507
H 2.48663 -1.02440 -2.79128 0.0640
H 1.76676 0.43481 -3.45672 0.0634
H 0.82508 0.99388 -1.21500 0.0471
H 2.56270 0.85112 -1.13307 0.0482
C -1.88774 0.26504 0.47199 -0.2157
C -1.47867 0.63750 1.67867 -0.1863
N -0.11242 0.39290 2.08882 -0.0440
N -3.14711 0.50115 -0.03800 0.0497
H -1.18966 -0.23318 -0.18868 0.0809
H -2.13985 1.12805 2.37468 0.0971
H -0.06803 -0.23151 2.88363 0.1008
H 0.67157 -0.25685 1.00792 -0.1360
H 0.35335 1.25033 2.36048 0.1028
H -3.87940 0.54763 0.64902 0.0846
H -3.40014 -0.10897 -0.79094 0.0797
```

Values from the calculation:
relative energy (zero: lowest compared OMol25 entry of this formula, charge and spin)	24.02	kcal per mole
LUMO energy	0.029	Ha
SMILES	N/C=C/N.CCS
HOMO level	-0.2865	Eh

3.
Formula: C4H12N2S
Source: the Open Molecules 2025 dataset
Level of theory: ωB97M-V/def2-TZVPD

```
19
Properties=species:S:1:pos:R:3:lowdin_charge:R:1
C 1.03815 0.94204 -0.21026 -0.2467
N 0.99915 -0.59468 -0.45243 -0.0801
C 1.24035 -1.42163 0.86952 -0.2631
N 1.64615 -2.86158 0.79547 0.0103
C -0.03126 1.26600 0.84937 -0.2648
C -1.26319 0.47488 0.38036 -0.5794
S -1.80666 1.12365 -1.23462 0.6971
H 0.98034 1.40465 -1.15092 0.0704
H 1.93880 1.19891 0.26440 0.0796
H 1.90710 -0.75484 -0.89426 0.0875
H 2.01786 -0.72637 1.22755 0.1009
H 0.34958 -1.36190 1.46458 0.0776
H 1.15888 -3.24180 0.00142 0.0548
H 1.34161 -3.32682 1.62019 0.0456
H 0.00233 2.32675 0.99598 0.1005
H 0.29368 0.81024 1.82034 0.1070
H -2.06180 0.66274 1.11812 0.0701
H -1.13828 -0.61789 0.24608 0.0591
H -2.30489 2.27405 -0.69468 -0.1262
```

Values from the calculation:
relative energy (zero: lowest compared OMol25 entry of this formula, charge and spin)	39.98	kcal per mole
LUMO energy	0.034	Ha
SMILES	NCNCCCS
HOMO level	-0.3236	Eh

4.
Formula: C4H12N2S
Source: the Open Molecules 2025 dataset
Level of theory: ωB97M-V/def2-TZVPD

```
19
Properties=species:S:1:pos:R:3:lowdin_charge:R:1
C 0.55376 1.17968 -1.98978 -0.0703
C 0.28625 0.27986 -0.80170 -0.4568
C -1.18943 0.20930 -0.40193 -0.4734
S -1.91589 -1.52784 -0.35547 0.6704
N 1.43002 0.44688 0.19644 -0.0181
C 1.17904 0.03560 1.58124 -0.3127
N 1.70232 0.96670 2.56514 -0.0094
H 0.55946 2.23163 -1.68632 0.0824
H 1.50200 1.03460 -2.50331 0.0747
H -0.27509 1.06990 -2.69414 0.0730
H 0.41902 -0.77059 -1.06226 0.0884
H -1.41483 0.57928 0.59704 0.0553
H -1.84783 0.55226 -1.19046 0.0472
H -1.82584 -1.73895 -1.66586 -0.1598
H 2.05817 -0.20885 -0.23628 0.0916
H 0.09962 0.01649 1.73331 0.0896
H 1.63860 -0.91571 1.84712 0.1153
H 2.70471 1.00556 2.69332 0.0575
H 1.42888 1.90132 2.30745 0.0551
```

Values from the calculation:
relative energy (zero: lowest compared OMol25 entry of this formula, charge and spin)	26.49	kcal per mole
LUMO energy	0.032	Ha
SMILES	C[C@H](CS)NCN
HOMO level	-0.3271	Eh

5.
Formula: C4H12N2S
Source: the Open Molecules 2025 dataset
Level of theory: ωB97M-V/def2-TZVPD

```
19
Properties=species:S:1:pos:R:3:lowdin_charge:R:1
N 0.44296 1.18256 -1.43644 0.0279
C 0.69819 0.25478 -0.34536 -0.5450
C 1.73820 0.78936 0.63714 -0.3805
S 3.39809 0.73478 -0.51675 0.5754
C -0.60013 -0.02628 0.54908 -0.2059
N -1.53129 -0.64575 -0.40518 -0.1361
C -2.56472 -1.42628 0.30877 -0.1660
H 0.11023 0.62860 -2.15671 0.0360
H 1.32813 1.72573 -1.69179 0.0743
H 1.10144 -0.61284 -0.77240 0.0837
H 1.58217 1.91374 0.73007 0.0825
H 1.81354 0.27682 1.61255 0.0806
H 4.15746 -0.06857 0.39179 -0.1295
H -0.74795 0.92690 1.10891 0.1246
H -0.24753 -0.82094 1.25915 0.1214
H -2.12172 0.07282 -0.89273 0.1164
H -2.07840 -2.44522 0.45520 0.0919
H -3.61627 -1.42150 -0.12823 0.0886
H -2.86241 -1.03872 1.29292 0.0596
```

Values from the calculation:
relative energy (zero: lowest compared OMol25 entry of this formula, charge and spin)	42.42	kcal per mole
LUMO energy	0.033	Ha
SMILES	CNC[C@@H](N)CS
HOMO level	-0.3255	Eh

6.
Formula: C4H12N2S
Source: the Open Molecules 2025 dataset
Level of theory: ωB97M-V/def2-TZVPD

```
19
Properties=species:S:1:pos:R:3:lowdin_charge:R:1
C 0.85216 0.30827 -0.08136 0.0471
C 1.60869 -0.74306 -0.07397 -0.1852
C -1.68253 0.99359 1.17214 -0.0258
C -1.20492 0.06857 0.01174 -0.6230
N 3.11714 -0.81261 0.02771 0.2175
N -1.52898 0.48871 -1.37602 0.1096
S -1.48895 -1.73073 0.12652 0.8986
H 1.16669 1.34906 0.21443 0.1217
H 1.01801 -1.61412 0.04865 0.0491
H -1.17919 0.64981 1.95584 0.0421
H -1.29441 1.93795 0.94495 0.0740
H -2.77723 1.07927 1.23143 0.1263
H 3.25129 -1.86972 0.16727 0.2187
H 3.40437 -0.21244 0.82755 0.1880
H 3.33503 -0.32515 -0.90901 0.2182
H -1.32514 1.49588 -1.74248 0.2268
H -1.15281 -0.07570 -2.18364 0.1866
H -2.47422 0.54189 -1.79622 0.1844
H -1.64502 -1.52950 1.43447 -0.0747
```

Values from the calculation:
relative energy (zero: lowest compared OMol25 entry of this formula, charge and spin)	95.09	kcal per mole
LUMO energy	-0.272	Ha
HOMO level	-0.6373	Eh
net charge	+2

7.
Formula: C4H12N3
Source: the Open Molecules 2025 dataset
Level of theory: ωB97M-V/def2-TZVPD

```
19
Properties=species:S:1:pos:R:3:lowdin_charge:R:1
C -1.01909 1.58872 1.00611 -0.1408
C 0.19406 0.71707 1.25027 -0.1607
C 0.10299 -0.66709 0.58150 -0.2392
N 1.66152 -2.44342 -1.03963 0.1254
C 1.03459 -1.33703 -1.50672 -0.2591
N 0.31576 -0.51489 -0.84651 -0.0316
N -1.43094 1.53859 -0.44601 0.1787
H -0.74625 2.61500 1.21155 0.1262
H -1.91315 1.38579 1.59162 0.1351
H 1.04030 1.21357 0.79245 0.1183
H 0.36324 0.59363 2.31878 0.1270
H 0.75207 -1.35191 1.14064 0.1079
H -0.89059 -1.11215 0.71485 0.1270
H 2.08943 -3.05366 -1.71503 0.1054
H 1.91685 -2.56719 -0.07794 0.0939
H 1.18455 -1.12869 -2.55387 0.1250
H -1.37988 0.56294 -0.76524 0.1196
H -0.87641 2.10477 -1.08351 0.1686
H -2.39905 1.85596 -0.57331 0.1733
```

Values from the calculation:
relative energy (zero: lowest compared OMol25 entry of this formula, charge and spin)	24.68	kcal per mole
LUMO energy	-0.113	Ha
SMILES	N/C=N\CCC[NH3+]
HOMO level	-0.4732	Eh
net charge	+1